(1)
Formula: C2H4ClN
Source: the OMol25 dataset
Level of theory: the ωB97M-V functional and the def2-TZVPD basis

The geometry in ORCA input format:
```
! wB97M-V def2-TZVPD RIJCOSX def2/J DEFGRID3
* xyz 0 1
C 0.294 -0.903 0.870
C 0.095 0.970 -0.577
N -0.338 -0.139 -0.042
Cl -1.025 1.738 -1.659
H 1.320 -0.933 1.149
H -0.150 -1.827 0.804
H 0.995 1.513 -0.125
H -1.190 -0.419 -0.418
*
```

Calculated values
Kohn-Sham gap (alpha / beta): 7.991 / 7.972 eV
E_tot: -16148.440 eV
Relative energy (zero: lowest compared OMol25 entry of this formula, charge and spin): 254.5 kJ/mol

(2)
Formula: C2H4ClN2P
Source: the OMol25 dataset
Level of theory: the ωB97M-V functional and the def2-TZVPD basis

The geometry in ORCA input format:
```
! wB97M-V def2-TZVPD RIJCOSX def2/J DEFGRID3
* xyz 0 1
C 0.142 -0.455 -0.822
C 0.091 -0.005 0.567
N -1.114 -0.678 -1.391
N -1.343 0.795 0.514
P -2.318 0.047 -0.751
Cl 0.010 -1.372 1.777
H 0.678 0.378 -1.246
H 0.822 -1.220 -0.784
H 0.773 0.766 0.873
H -1.806 1.066 1.396
*
```

Calculated values
SMILES string: Cl[C@H]1CN=PN1
Kohn-Sham gap: 9.697 eV
E_tot: -26929.343 eV
Relative energy (zero: lowest compared OMol25 entry of this formula, charge and spin): 111.3 kJ/mol

(3)
Formula: C2H4ClNO
Source: the OMol25 dataset
Level of theory: the ωB97M-V functional and the def2-TZVPD basis

The geometry in ORCA input format:
```
! wB97M-V def2-TZVPD RIJCOSX def2/J DEFGRID3
* xyz 0 1
C -0.711 -0.794 -0.176
C 1.182 0.676 -0.053
N -1.401 0.168 0.604
O 0.586 -0.569 -0.578
Cl -1.290 -2.351 -0.586
H 1.196 0.620 1.021
H 0.601 1.555 -0.483
H 2.164 0.944 -0.471
H -2.327 -0.248 0.723
*
```

Calculated values
SMILES string: [H]/N=C(\Cl)OC
Kohn-Sham gap: 10.773 eV
E_tot: -18197.436 eV
Relative energy (zero: lowest compared OMol25 entry of this formula, charge and spin): 159.3 kJ/mol

(4)
Formula: C2H4ClNO
Source: the OMol25 dataset
Level of theory: the ωB97M-V functional and the def2-TZVPD basis

The geometry in ORCA input format:
```
! wB97M-V def2-TZVPD RIJCOSX def2/J DEFGRID3
* xyz 0 1
C -1.413 0.371 0.243
C -0.282 1.012 0.634
N 3.072 -0.569 -0.179
O 4.014 0.227 -0.104
Cl 1.262 0.914 -0.239
H 2.831 -0.809 0.800
H -1.369 -0.259 -0.575
H -2.399 0.295 0.695
H -0.410 1.673 1.494
*
```

Calculated values
SMILES string: C=CCl.N=O
Kohn-Sham gap (alpha / beta): 9.200 / 9.199 eV
E_tot: -18194.397 eV
Relative energy (zero: lowest compared OMol25 entry of this formula, charge and spin): 452.6 kJ/mol

(5)
Formula: C2H4ClNO2
Source: the OMol25 dataset
Level of theory: the ωB97M-V functional and the def2-TZVPD basis

The geometry in ORCA input format:
```
! wB97M-V def2-TZVPD RIJCOSX def2/J DEFGRID3
* xyz 0 1
C 0.243 0.837 -0.015
C -0.929 0.310 0.770
N 0.738 -0.184 -0.633
O 0.826 1.934 0.015
O 0.389 -1.433 -0.318
Cl 2.113 -0.054 -1.706
H -1.475 1.137 1.168
H -1.548 -0.417 0.287
H -0.458 -0.214 1.571
H 0.101 -1.915 -1.139
*
```

Calculated values
SMILES string: CC(=O)N(O)Cl
Kohn-Sham gap: 10.105 eV
E_tot: -20243.251 eV
Relative energy (zero: lowest compared OMol25 entry of this formula, charge and spin): 286.7 kJ/mol

(6)
Formula: C2H4ClNO2
Source: the OMol25 dataset
Level of theory: the ωB97M-V functional and the def2-TZVPD basis

The geometry in ORCA input format:
```
! wB97M-V def2-TZVPD RIJCOSX def2/J DEFGRID3
* xyz 0 1
C -1.309 1.087 -0.137
C -0.898 -0.245 -0.420
N 1.464 -0.246 0.296
O -1.136 2.170 0.255
O -2.161 0.459 -0.830
Cl -1.081 -1.699 0.480
H -0.178 -0.479 -1.304
H 1.594 -1.277 0.200
H 1.367 -0.032 1.360
H 2.339 0.262 0.100
*
```

Calculated values
SMILES string: O=C1O[C@@H]1Cl.N
Kohn-Sham gap: 10.851 eV
E_tot: -20244.274 eV
Relative energy (zero: lowest compared OMol25 entry of this formula, charge and spin): 188.0 kJ/mol

(7)
Formula: C2H4ClNO3
Source: the OMol25 dataset
Level of theory: the ωB97M-V functional and the def2-TZVPD basis

The geometry in ORCA input format:
```
! wB97M-V def2-TZVPD RIJCOSX def2/J DEFGRID3
* xyz 0 1
C 1.244 -0.856 0.301
C 0.522 0.386 0.246
N -0.903 0.266 -0.529
O -0.812 -0.205 -1.676
O -1.584 1.479 -0.435
O 0.786 1.454 0.660
Cl -2.545 -1.050 0.354
H 1.468 -1.076 1.305
H 0.599 -1.622 -0.072
H 2.148 -0.741 -0.270
H -0.924 1.965 0.115
*
```

Calculated values
Kohn-Sham gap (alpha / beta): 8.553 / 7.899 eV
E_tot: -22288.950 eV
Relative energy (zero: lowest compared OMol25 entry of this formula, charge and spin): 541.9 kJ/mol

(8)
Formula: C2H4ClNS
Source: the OMol25 dataset
Level of theory: the ωB97M-V functional and the def2-TZVPD basis

The geometry in ORCA input format:
```
! wB97M-V def2-TZVPD RIJCOSX def2/J DEFGRID3
* xyz 0 1
C -1.170 -0.558 0.469
C 1.136 0.343 -0.190
N -0.433 0.398 -0.154
S -0.421 -1.916 1.096
Cl -1.198 1.804 -0.708
H -2.222 -0.631 0.234
H 1.350 -0.749 -0.383
H 1.311 0.813 -1.066
H 1.647 0.496 0.701
*
```

Calculated values
SMILES string: CN(Cl)C=S
Kohn-Sham gap: 8.906 eV
E_tot: -26984.443 eV
Relative energy (zero: lowest compared OMol25 entry of this formula, charge and spin): 210.4 kJ/mol

(9)
Formula: C2H4ClO2PS
Source: the OMol25 dataset
Level of theory: the ωB97M-V functional and the def2-TZVPD basis

The geometry in ORCA input format:
```
! wB97M-V def2-TZVPD RIJCOSX def2/J DEFGRID3
* xyz 0 3
C 0.603 -0.068 -0.413
C -0.810 -0.567 0.028
O 1.130 -0.713 -1.506
O -1.651 -0.540 -1.138
P 0.089 -1.301 -2.614
S 0.213 -3.155 -3.076
Cl -0.068 0.007 -4.113
H 0.552 1.032 -0.542
H 1.350 -0.182 0.277
H -0.585 -1.617 0.322
H -1.204 -0.061 0.987
*
```

Calculated values
Kohn-Sham gap (alpha / beta): 7.753 / 6.524 eV
E_tot: -38877.390 eV
Relative energy (zero: lowest compared OMol25 entry of this formula, charge and spin): 76.5 kJ/mol

(10)
Formula: C2H4ClOP
Source: the OMol25 dataset
Level of theory: the ωB97M-V functional and the def2-TZVPD basis

The geometry in ORCA input format:
```
! wB97M-V def2-TZVPD RIJCOSX def2/J DEFGRID3
* xyz 0 1
C 1.411 0.355 -0.487
C 0.320 -0.050 0.380
O 1.524 1.879 4.285
P 0.903 2.240 2.991
Cl 0.618 0.125 1.945
H 2.140 -0.407 -0.501
H 1.040 0.430 -1.454
H 1.933 1.211 -0.084
H -0.665 0.415 0.063
*
```

Calculated values
Kohn-Sham gap (alpha / beta): 5.857 / 5.270 eV
E_tot: -25993.562 eV
Relative energy (zero: lowest compared OMol25 entry of this formula, charge and spin): 420.8 kJ/mol

(11)
Formula: C2H4ClP
Source: the OMol25 dataset
Level of theory: the ωB97M-V functional and the def2-TZVPD basis

The geometry in ORCA input format:
```
! wB97M-V def2-TZVPD RIJCOSX def2/J DEFGRID3
* xyz 0 1
C 0.490 0.051 -0.717
C 0.417 -0.040 0.733
P -1.132 -0.866 -0.037
Cl -2.472 0.647 -0.076
H 0.012 0.911 -1.124
H 1.292 -0.562 -1.161
H 0.973 -0.906 1.000
H 0.420 0.765 1.382
*
```

Calculated values
SMILES string: ClP1CC1
Kohn-Sham gap: 10.244 eV
E_tot: -23949.370 eV
Relative energy (zero: lowest compared OMol25 entry of this formula, charge and spin): 11.6 kJ/mol

(12)
Formula: C2H4ClP
Source: the OMol25 dataset
Level of theory: the ωB97M-V functional and the def2-TZVPD basis

The geometry in ORCA input format:
```
! wB97M-V def2-TZVPD RIJCOSX def2/J DEFGRID3
* xyz 0 1
C 0.563 -1.710 0.833
C -0.832 1.863 -0.580
P 0.226 -0.275 0.070
Cl -0.045 3.081 0.270
H 1.186 -1.689 1.692
H 0.200 -2.511 0.379
H -0.727 1.962 -1.677
H -0.571 -0.721 -0.988
*
```

Calculated values
Kohn-Sham gap (alpha / beta): 7.431 / 7.430 eV
E_tot: -23944.483 eV
Relative energy (zero: lowest compared OMol25 entry of this formula, charge and spin): 483.2 kJ/mol